C3H7N3O | wB97M-V/def2-TZVPD

- HOMO-LUMO gap (eV) = 8.74
- electronic energy (eV) = -9719.89646
- lowest unoccupied orbital energy (eV) = -10.5
- SMILES = CC#[N+]C(=[NH2+])NO

Structure (ORCA input):
```
! RIJCOSX wB97M-V def2-TZVPD def2/J DEFGRID3
* xyz 2 1
C 0.760 -1.298 -0.475
C -0.501 0.643 0.320
C 1.383 -2.293 -1.175
N 0.298 -0.397 0.083
N -0.020 1.744 0.904
N -1.804 0.561 0.022
O -0.935 2.493 1.612
H 2.529 -2.569 -0.790
H 1.686 -1.887 -2.335
H 0.769 -3.217 -1.148
H 0.985 1.808 1.091
H -2.198 -0.059 -0.698
H -2.406 1.503 0.123
H -0.546 2.969 2.466
*
```



C11H22BrFNO3 | wB97M-V/def2-TZVPD

- HOMO-LUMO gap (eV) = 6.42
- electronic energy (eV) = -92138.57788
- lowest unoccupied orbital energy (eV) = -5.5

Structure (ORCA input):
```
! RIJCOSX wB97M-V def2-TZVPD def2/J DEFGRID3
* xyz 1 1
C 2.543 4.622 0.499
C 1.369 3.664 0.575
N 1.291 2.403 -0.310
O 2.474 2.423 -1.006
C 1.353 1.130 0.526
C 2.408 0.003 -0.024
O 1.957 -0.806 -1.024
F 3.797 -0.213 0.442
C 0.198 2.439 -1.340
C -1.266 2.961 -0.855
C -1.781 2.420 0.602
Br -1.508 4.982 -1.006
H 3.300 4.582 1.392
H 2.634 5.405 -0.393
H 0.513 3.989 1.321
H 2.348 2.041 -1.923
H 1.749 1.468 1.595
H 0.323 0.597 0.677
H 0.057 1.320 -1.729
H 0.467 3.060 -2.325
H -2.049 2.533 -1.650
H -2.209 1.310 0.525
H -2.688 3.130 0.919
H -0.964 2.390 1.441
C 0.135 -3.345 -1.140
C -0.177 -2.923 0.285
O -1.572 -2.767 0.534
C -2.379 -3.932 0.384
C -2.008 -5.049 1.344
H -0.362 -2.687 -1.859
H 1.214 -3.317 -1.320
H -0.209 -4.365 -1.339
H 0.280 -1.945 0.468
H 0.264 -3.615 1.009
H -2.360 -4.279 -0.655
H -3.410 -3.623 0.589
H -1.024 -5.466 1.109
H -2.738 -5.862 1.287
H -1.968 -4.678 2.373
*
```



C37H39AsClF6GeN2O4Zn | wB97M-V/def2-TZVPD

- HOMO-LUMO gap (alpha / beta) (eV) = 4.18 / 5.57
- electronic energy (eV) = -244773.44072
- lowest unoccupied orbital energy (alpha / beta) (eV) = 3.8 / 3.8

Structure (ORCA input):
```
! RIJCOSX wB97M-V def2-TZVPD def2/J DEFGRID3
* xyz -2 2
Zn 0.006 -1.305 -1.511
C 2.484 5.553 -2.207
C 1.732 4.981 -0.998
C 2.650 5.009 0.234
C 0.528 5.883 -0.722
C 1.329 3.535 -1.267
C 2.305 2.605 -1.709
C 1.936 1.286 -1.869
N 0.712 0.815 -1.646
C -0.255 1.689 -1.236
C 0.065 3.064 -1.043
C -1.545 1.143 -1.008
C -2.697 1.960 -0.825
C -3.942 1.424 -0.656
C -4.041 0.008 -0.642
C -2.907 -0.745 -0.825
N -1.680 -0.233 -1.014
C -5.204 2.271 -0.526
C -6.125 1.966 -1.716
C -4.905 3.770 -0.516
C -5.924 1.912 0.781
H 2.734 6.604 -2.032
H 1.866 5.488 -3.105
H 3.412 5.013 -2.397
H 3.007 6.027 0.425
H 3.515 4.359 0.092
H 2.109 4.659 1.115
H 0.869 6.908 -0.558
H -0.012 5.565 0.172
H -0.167 5.882 -1.565
H 3.329 2.895 -1.897
H 2.667 0.554 -2.197
H -0.707 3.727 -0.684
H -2.569 3.031 -0.865
H -4.983 -0.506 -0.511
H -2.982 -1.821 -0.818
H -5.632 2.232 -2.654
H -7.057 2.536 -1.637
H -6.370 0.904 -1.761
H -4.445 4.088 -1.455
H -4.232 4.034 0.303
H -5.835 4.329 -0.388
H -6.210 0.860 0.799
H -6.829 2.516 0.896
H -5.271 2.095 1.637
O 2.835 -1.798 -1.692
Cl 0.689 -3.102 -3.699
O -0.031 -3.881 -4.703
O -0.077 -1.781 -3.513
O 0.605 -3.790 -2.403
F -1.996 -3.610 -0.973
As -3.212 -4.843 -0.789
F -4.356 -3.818 -1.607
F -2.777 -5.566 -2.287
F -4.453 -6.046 -0.562
F -2.092 -5.846 0.069
F -3.689 -4.100 0.718
C 1.913 -1.795 -0.902
Ge 2.363 -2.211 1.063
C 1.401 -3.810 1.651
C 1.583 -5.000 0.943
C 0.813 -6.119 1.221
C -0.157 -6.066 2.212
C -0.345 -4.894 2.928
C 0.427 -3.774 2.646
C 4.309 -2.437 1.273
C 5.108 -1.821 2.238
C 6.494 -1.923 2.201
C 7.112 -2.641 1.186
C 6.335 -3.266 0.220
C 4.950 -3.163 0.264
C 1.582 -0.649 1.959
C 0.208 -0.485 1.730
C -0.454 0.681 2.091
C 0.246 1.712 2.702
C 1.608 1.573 2.933
C 2.269 0.410 2.553
H 2.299 -5.039 0.128
H 0.940 -7.022 0.637
H -0.787 -6.925 2.400
H -1.114 -4.844 3.689
H 0.253 -2.855 3.196
H 4.646 -1.268 3.046
H 7.092 -1.442 2.967
H 8.193 -2.710 1.149
H 6.807 -3.827 -0.578
H 4.359 -3.636 -0.512
H -0.356 -1.279 1.248
H -1.513 0.783 1.882
H -0.264 2.627 2.981
H 2.165 2.380 3.398
H 3.340 0.347 2.704
*
```



Values of relative energy (zero: lowest compared OMol25 entry of this formula, charge and spin), in order: 98.4 136.3 11.6, all in kcal per mole.